Computed, not measured: C15H31N6O as an isolated structure, with wB97M-V/def2-TZVPD.

Values from the calculation:
energy above the lowest of the compared OMol25 structures with the same formula, charge and spin	375.2	kcal/mol
net charge	+1
F_max	0.369	hartree/bohr

Geometry as XYZ:
```
53
Properties=species:S:1:pos:R:3:forces:R:3:nbo_charge:R:1
C -1.90995 0.64124 -3.52287 2.698 1.564 -6.767 -0.613
H -2.41968 1.22546 -4.41008 0.171 -1.417 1.843 0.218
C -0.64504 -0.06893 -4.29413 2.002 3.301 7.160 -0.355
H 0.09043 0.71144 -4.56885 -0.788 -0.199 -0.848 0.188
C 0.29626 -0.80445 -3.10649 -7.468 -4.375 -0.221 -0.381
H 0.83273 -1.55304 -3.60534 1.863 -0.400 -0.553 0.228
C 0.82294 -0.19470 -1.86121 10.990 -0.430 -11.522 -0.423
H 1.99835 -0.74293 -1.87694 -3.108 1.278 1.237 0.221
H 1.30369 0.72393 -2.44820 -0.957 -0.501 2.044 0.246
C 0.14177 0.00449 -0.75590 -1.793 -4.889 6.172 -0.219
N -0.23464 -1.52053 -0.20841 -2.285 4.485 2.060 -0.440
C 0.71463 -2.62625 -0.18748 -3.062 0.980 1.010 -0.272
H 1.26925 -2.37829 -1.05482 0.579 -1.233 -1.296 0.241
H -0.14843 -3.42296 -0.22949 2.767 0.304 -0.120 0.242
C 1.67519 -2.60901 1.00232 -6.747 -3.330 2.019 -0.211
N 0.92531 -1.90552 2.28971 3.709 3.674 -6.554 -0.462
C -0.50059 -1.86186 2.30676 -0.976 -7.689 -2.806 -0.218
H -0.88220 -1.56304 3.23818 -0.511 0.339 1.100 0.244
H -0.69274 -3.09245 2.05272 -0.191 2.662 1.936 0.174
C -1.18199 -1.34808 1.05714 2.071 1.258 -1.424 -0.242
H -1.18199 -0.24370 1.28576 -1.209 -0.858 -1.088 0.213
H -2.15058 -1.92008 0.88058 1.110 1.340 0.320 0.242
C 1.63370 -2.30630 3.40745 -1.741 2.635 4.336 -0.218
C 1.42001 -1.17158 4.53489 7.534 0.968 -3.429 -0.631
H 2.35495 -1.42036 5.16453 -2.347 0.739 0.327 0.250
H 1.92523 -0.11302 3.96356 -1.384 -2.950 1.431 0.201
H 0.54535 -0.75947 4.86352 -2.397 -0.076 1.440 0.225
H 1.28261 -3.24033 3.71497 -0.720 -1.685 0.733 0.208
H 2.67746 -2.38944 3.34359 1.329 0.140 -0.992 0.230
H 1.16502 -0.77929 1.94698 0.619 -1.251 1.070 0.487
H 2.57033 -2.30640 0.70445 3.833 2.559 -0.279 0.221
H 1.79390 -3.66499 1.29754 0.059 0.333 0.282 0.219
C 0.85203 0.84514 0.13483 3.924 1.569 5.375 0.324
N 1.52148 0.61044 1.37817 -4.467 -7.769 -4.278 -0.340
N 2.00072 1.65377 1.90894 -0.548 1.246 -2.161 -0.021
N 1.66930 2.46544 0.99353 7.722 13.754 10.534 -0.043
N 1.19278 2.23665 -0.02337 -8.802 -9.519 -5.993 -0.080
C 0.25759 3.08918 -0.80022 5.731 1.830 -3.839 -0.274
H 0.42689 2.63013 -1.87027 -1.422 0.758 1.983 0.240
H 1.12545 3.81820 -0.86575 -1.847 1.052 -0.568 0.255
C -1.05436 3.68646 -0.39025 1.729 -3.291 1.249 -0.136
O -1.89350 2.29520 -0.21117 8.846 3.201 -1.157 -0.514
C -3.04870 2.75794 0.05123 -4.885 2.362 -1.852 -0.222
H -3.59709 1.92301 0.08045 -3.358 -2.818 0.772 0.185
H -3.38671 3.34079 -0.79908 -0.858 0.298 -0.511 0.138
H -3.18049 3.40693 0.83478 -0.072 1.236 2.702 0.158
H -1.33644 4.45744 -1.13799 -0.659 -1.236 -0.021 0.246
H -0.88922 4.27758 0.55215 -0.780 -1.128 -0.325 0.230
H -0.72135 0.40420 -1.09326 -3.571 1.329 -0.039 0.279
H -0.56023 -1.80034 -2.57982 1.942 2.841 -1.546 0.151
H -0.92113 -0.72934 -5.00163 -0.664 -2.149 -2.383 0.209
H -2.44278 -0.10642 -3.09882 -2.000 -1.743 1.657 0.211
H -1.50548 1.43804 -2.98690 0.389 0.903 1.775 0.191
```
Positions in Å, forces in eV/Å.